# C16H28CrN7S2

A molecular structure, C16H28CrN7S2 in a non-equilibrium geometry (ωB97M-V/def2-TZVPD, the OMol25 dataset).

Each line ends with the Löwdin spin population.
Geometry (Å):
Cr -0.517 0.155 0.120  3.7156
N 0.287 2.085 -0.130  0.0115
C -0.065 2.688 -1.425  0.0042
C 0.175 1.653 -2.506  0.0028
N -0.614 0.425 -2.274  0.0150
C 0.044 -0.710 -2.949  0.0038
C 1.374 -1.105 -2.294  0.0059
N 1.249 -1.105 -0.832  0.0411
C -2.003 0.583 -2.782  0.0029
C -3.088 0.255 -1.763  0.0052
N -2.947 1.104 -0.580  0.0401
H -0.044 2.670 0.628  0.0046
H 1.299 2.047 -0.023  0.0051
H 0.520 3.584 -1.644  -0.0003
H -1.115 2.969 -1.391  0.0002
H 1.235 1.398 -2.476  0.0003
H -0.032 2.073 -3.497  0.0002
H 0.219 -0.481 -4.008  0.0003
H -0.637 -1.561 -2.902  0.0003
H 2.161 -0.411 -2.584  0.0002
H 1.662 -2.085 -2.681  0.0009
H 2.100 -0.778 -0.381  0.0035
H 1.067 -2.037 -0.480  0.0037
H -2.157 -0.056 -3.655  0.0002
H -2.149 1.614 -3.118  0.0001
H -2.992 -0.779 -1.437  0.0017
H -4.059 0.353 -2.261  0.0009
H -3.550 0.787 0.169  0.0014
H -3.226 2.053 -0.801  0.0017
S -1.261 -0.455 4.463  0.0210
C -0.530 1.088 4.345  -0.0138
C -0.268 1.448 3.057  0.0047
C -0.664 0.484 2.083  -0.0144
C -1.214 -0.607 2.727  0.0416
C -1.635 -1.751 1.971  0.0242
C -2.202 -2.913 2.508  0.0032
C -2.556 -3.949 1.676  0.0155
C -2.325 -3.825 0.306  0.0056
C -1.752 -2.662 -0.153  0.0151
N -1.414 -1.627 0.631  0.0175
H -0.334 1.647 5.248  -0.0011
H 0.207 2.397 2.832  0.0005
H -2.353 -2.968 3.578  0.0001
H -2.995 -4.855 2.072  0.0007
H -2.591 -4.610 -0.387  0.0000
H -1.543 -2.546 -1.211  0.0011
N 5.834 1.293 0.853  0.0002
C 4.753 1.026 1.600  0.0007
N 4.947 0.798 2.904  0.0001
S 3.222 0.978 0.927  0.0043
H 6.765 1.314 1.234  0.0000
H 5.702 1.529 -0.113  0.0000
H 5.861 0.795 3.326  0.0000
H 4.152 0.585 3.478  0.0000

**Orbital gap (spin up / spin down)**: 0.26775 / 0.29534 Ha
**E_HOMO (spin up / spin down)**: -0.3414 / -0.3773 Eh
**Charge**: +1
**Multiplicity**: 5
**E_LUMO (spin up / spin down)**: -2.00 / -2.23 eV

***

# C16H28IMnN4O2

A molecular structure, C16H28IMnN4O2 in a non-equilibrium geometry (ωB97M-V/def2-TZVPD, the OMol25 dataset).

Each line ends with the natural charge from an NBO analysis.
Geometry (Å):
C -1.666 0.054 -2.909  -0.7710
I 0.404 2.393 -3.193  -0.5119
H -2.471 -0.663 -3.186  0.1960
H -0.721 -0.346 -3.292  0.2326
H -1.941 1.015 -3.373  0.2319
C 0.261 3.292 0.920  -0.0995
C -1.043 3.452 0.573  -0.1041
N -1.238 2.826 -0.630  -0.4891
C -0.102 2.085 -0.980  0.0357
N 0.857 2.537 -0.055  -0.4750
H 0.809 3.715 1.741  0.2023
H -1.816 4.045 1.038  0.1982
C 1.954 -3.256 -1.664  -0.1165
C 0.444 -1.680 -1.021  0.1102
N 1.768 -1.956 -1.230  -0.3894
H 0.445 -4.826 -1.967  0.1867
N -0.165 -2.877 -1.279  -0.3838
H 2.926 -3.654 -1.892  0.1970
Mn -0.187 -0.050 -0.155  0.9182
C -1.662 0.098 -1.386  0.3398
O -2.641 0.137 -0.622  -0.7533
C 0.742 -3.833 -1.701  -0.5397
C -1.577 -3.182 -1.170  -0.5182
H -1.665 -4.274 -1.118  0.1954
H -2.145 -2.834 -2.047  0.1998
H -2.025 -2.747 -0.266  0.2182
C 2.866 -1.028 -1.068  -0.4633
H 3.794 -1.570 -1.276  0.1938
H 2.896 -0.632 -0.042  0.2325
H 2.788 -0.187 -1.771  0.2100
C 2.283 2.338 -0.163  -0.3952
H 2.777 3.263 -0.498  0.1816
H 2.515 1.540 -0.876  0.2282
H 2.680 2.042 0.823  0.2051
C -2.368 3.102 -1.482  -0.4143
H -2.064 3.165 -2.534  0.2293
H -2.755 4.086 -1.193  0.1759
H -3.161 2.352 -1.365  0.2179
C -0.304 0.801 3.371  -0.6221
C 0.185 -0.459 2.660  0.2138
C 1.203 -1.166 3.550  -0.6503
C -0.979 -1.403 2.372  -0.6614
O 0.819 -0.095 1.448  -0.9680
H -0.666 0.560 4.378  0.1740
H -1.130 1.270 2.823  0.2116
H 0.507 1.535 3.458  0.2004
H 0.749 -1.442 4.512  0.1745
H 1.558 -2.087 3.076  0.2076
H 2.066 -0.521 3.752  0.1951
H -1.697 -0.954 1.662  0.2158
H -0.595 -2.341 1.947  0.2097
H -1.512 -1.639 3.300  0.1872

**Orbital gap (spin up / spin down)**: 0.05891 / 0.14337 Ha
**E_HOMO (spin up / spin down)**: 0.1119 / 0.0246 Eh
**Charge**: -2
**Multiplicity**: 5
**E_LUMO (spin up / spin down)**: 4.65 / 4.57 eV

***

# C16H28NO3

A gas-phase ion, C16H28NO3 (charge +1) (ωB97M-V/def2-TZVPD, the OMol25 dataset).

Each line ends with the natural charge from an NBO analysis.
Geometry (Å):
C -3.559 2.054 5.211  -0.6055
H -4.623 1.841 5.273  0.2092
C -3.065 1.906 3.778  -0.4230
C -3.290 0.484 3.267  -0.0619
H -4.356 0.245 3.292  0.1948
H -2.750 -0.238 3.884  0.1930
O -2.950 0.342 1.893  -0.4806
C -1.691 0.409 1.430  0.2868
C -1.603 0.619 0.053  -0.2309
C -0.395 0.679 -0.606  -0.2229
C 0.784 0.524 0.110  -0.1097
C 0.722 0.302 1.481  -0.2903
C -0.487 0.244 2.161  0.3062
O -0.572 0.020 3.500  -0.5120
C 0.601 0.007 4.280  -0.2555
H 0.261 -0.085 5.310  0.2149
H 1.238 -0.849 4.036  0.1773
H 1.168 0.936 4.170  0.1823
H 1.644 0.181 2.029  0.2193
C 2.101 0.546 -0.611  -0.2316
H 2.144 1.387 -1.304  0.2287
H 2.936 0.616 0.089  0.2243
N 2.240 -0.709 -1.407  -0.5450
H 2.190 -1.500 -0.761  0.4302
C 3.447 -0.790 -2.271  -0.2244
C 3.180 -0.098 -3.604  -0.4429
H 2.938 0.953 -3.446  0.2237
H 4.080 -0.146 -4.216  0.2525
C 2.032 -0.762 -4.364  -0.0725
H 2.234 -1.832 -4.497  0.1790
H 1.923 -0.307 -5.355  0.2034
O 0.834 -0.568 -3.619  -0.5775
C -0.346 -1.127 -4.194  -0.0605
C -0.452 -2.635 -4.010  -0.6435
H -1.405 -2.970 -4.408  0.2398
H 0.338 -3.160 -4.542  0.2109
H -0.409 -2.899 -2.956  0.2090
H -0.386 -0.865 -5.256  0.1871
H -1.167 -0.628 -3.675  0.2004
H 3.681 -1.842 -2.447  0.2248
H 4.293 -0.329 -1.757  0.2285
H 1.419 -0.752 -2.078  0.4823
H -0.368 0.868 -1.668  0.2152
H -2.531 0.746 -0.480  0.2371
H -2.001 2.146 3.729  0.1982
H -3.597 2.602 3.126  0.2079
H -3.032 1.366 5.868  0.2026
H -3.390 3.067 5.565  0.2208

**Orbital gap**: 0.31008 Ha
**E_HOMO**: -0.3995 Eh
**Charge**: +1
**E_LUMO**: -2.43 eV
**SMILES**: CCCOc1ccc(C[NH2+]CCCOCC)cc1OC

***

# C16H28O20S4

6 unconnected molecules or ions with the total composition C16H28O20S4 in a non-equilibrium geometry (ωB97M-V/def2-TZVPD, the OMol25 dataset).

Each line ends with the natural charge from an NBO analysis.
Geometry (Å):
O -25.818 -4.283 19.055  -0.5952
C -24.694 -4.299 18.636  0.7995
O -23.966 -5.424 18.514  -0.4903
C -22.654 -5.111 18.010  -0.1027
C -22.779 -3.738 17.327  -0.4340
C -23.950 -3.085 18.064  -0.5287
H -22.433 -5.762 17.167  0.2008
H -21.840 -4.996 18.717  0.2290
H -23.188 -3.806 16.322  0.2217
H -21.880 -3.147 17.482  0.2064
H -24.675 -2.566 17.447  0.2420
H -23.571 -2.574 18.951  0.2454
O -30.613 -7.777 20.010  -0.5691
C -29.582 -7.641 19.419  0.7941
O -28.547 -6.876 19.798  -0.4913
C -27.531 -6.890 18.795  -0.0681
C -27.814 -8.119 17.919  -0.4310
C -29.330 -8.148 17.972  -0.5284
H -26.545 -6.976 19.242  0.1980
H -27.625 -5.992 18.185  0.1959
H -27.310 -8.998 18.319  0.2092
H -27.424 -7.882 16.929  0.2182
H -29.809 -9.116 17.864  0.2361
H -29.705 -7.408 17.265  0.2331
C -20.544 -0.018 20.487  -0.1215
C -20.676 -1.348 19.768  -0.0970
O -21.840 -1.984 20.372  -0.7059
S -22.558 -1.063 21.519  2.5117
O -22.114 -1.396 22.832  -0.8997
O -23.973 -1.048 21.297  -0.8780
O -21.843 0.307 20.932  -0.6591
H -20.363 0.832 19.822  0.2227
H -19.788 -0.015 21.276  0.2047
H -19.817 -1.990 19.962  0.2235
H -20.921 -1.409 18.709  0.2056
C -25.358 -3.266 13.791  -0.1014
C -25.768 -4.372 12.785  -0.0929
O -26.103 -5.532 13.539  -0.6736
S -26.037 -5.288 15.170  2.5096
O -25.241 -6.250 15.867  -0.8643
O -27.324 -4.951 15.669  -0.8812
O -25.116 -3.919 15.009  -0.6902
H -26.124 -2.487 13.811  0.1920
H -24.445 -2.744 13.509  0.2075
H -24.897 -4.672 12.199  0.1927
H -26.544 -4.099 12.075  0.2070
C -20.004 -3.831 23.238  -0.1058
C -21.209 -4.737 23.011  -0.1163
O -20.671 -5.812 22.217  -0.6767
S -19.557 -5.221 21.180  2.5204
O -20.164 -4.829 19.943  -0.9370
O -18.400 -6.076 21.171  -0.8742
O -19.232 -3.865 22.025  -0.7033
H -19.316 -4.230 23.986  0.1920
H -20.315 -2.808 23.442  0.2264
H -21.912 -4.250 22.330  0.1854
H -21.597 -5.122 23.946  0.2664
C -25.302 -5.523 21.937  -0.0947
C -25.064 -4.165 22.585  -0.1213
O -24.044 -4.315 23.554  -0.6818
S -24.082 -5.808 24.188  2.5184
O -24.925 -5.828 25.355  -0.8867
O -22.746 -6.312 24.285  -0.8969
O -25.005 -6.462 22.998  -0.6797
H -24.660 -5.696 21.076  0.2024
H -26.346 -5.787 21.785  0.2346
H -26.007 -3.729 22.924  0.2048
H -24.777 -3.419 21.843  0.2207

**Orbital gap**: 0.35819 Ha
**E_HOMO**: -0.3562 Eh
**Charge**: 0
**E_LUMO**: 0.05 eV
**SMILES**: O=S1(=O)OCCO1.O=S1(=O)OCCO1.O=S1(=O)OCCO1.O=S1(=O)OCCO1.O=C1CCCO1.O=C1CCCO1

***

- The lowest charge belongs to which entry?
  C16H28IMnN4O2

***

What did the first record say?
# C16H28CrN7S2

A molecular structure, C16H28CrN7S2 in a non-equilibrium geometry (ωB97M-V/def2-TZVPD, the OMol25 dataset).

Each line ends with the Löwdin spin population.
Geometry (Å):
Cr -0.517 0.155 0.120  3.7156
N 0.287 2.085 -0.130  0.0115
C -0.065 2.688 -1.425  0.0042
C 0.175 1.653 -2.506  0.0028
N -0.614 0.425 -2.274  0.0150
C 0.044 -0.710 -2.949  0.0038
C 1.374 -1.105 -2.294  0.0059
N 1.249 -1.105 -0.832  0.0411
C -2.003 0.583 -2.782  0.0029
C -3.088 0.255 -1.763  0.0052
N -2.947 1.104 -0.580  0.0401
H -0.044 2.670 0.628  0.0046
H 1.299 2.047 -0.023  0.0051
H 0.520 3.584 -1.644  -0.0003
H -1.115 2.969 -1.391  0.0002
H 1.235 1.398 -2.476  0.0003
H -0.032 2.073 -3.497  0.0002
H 0.219 -0.481 -4.008  0.0003
H -0.637 -1.561 -2.902  0.0003
H 2.161 -0.411 -2.584  0.0002
H 1.662 -2.085 -2.681  0.0009
H 2.100 -0.778 -0.381  0.0035
H 1.067 -2.037 -0.480  0.0037
H -2.157 -0.056 -3.655  0.0002
H -2.149 1.614 -3.118  0.0001
H -2.992 -0.779 -1.437  0.0017
H -4.059 0.353 -2.261  0.0009
H -3.550 0.787 0.169  0.0014
H -3.226 2.053 -0.801  0.0017
S -1.261 -0.455 4.463  0.0210
C -0.530 1.088 4.345  -0.0138
C -0.268 1.448 3.057  0.0047
C -0.664 0.484 2.083  -0.0144
C -1.214 -0.607 2.727  0.0416
C -1.635 -1.751 1.971  0.0242
C -2.202 -2.913 2.508  0.0032
C -2.556 -3.949 1.676  0.0155
C -2.325 -3.825 0.306  0.0056
C -1.752 -2.662 -0.153  0.0151
N -1.414 -1.627 0.631  0.0175
H -0.334 1.647 5.248  -0.0011
H 0.207 2.397 2.832  0.0005
H -2.353 -2.968 3.578  0.0001
H -2.995 -4.855 2.072  0.0007
H -2.591 -4.610 -0.387  0.0000
H -1.543 -2.546 -1.211  0.0011
N 5.834 1.293 0.853  0.0002
C 4.753 1.026 1.600  0.0007
N 4.947 0.798 2.904  0.0001
S 3.222 0.978 0.927  0.0043
H 6.765 1.314 1.234  0.0000
H 5.702 1.529 -0.113  0.0000
H 5.861 0.795 3.326  0.0000
H 4.152 0.585 3.478  0.0000

**Orbital gap (spin up / spin down)**: 0.26775 / 0.29534 Ha
**E_HOMO (spin up / spin down)**: -0.3414 / -0.3773 Eh
**Charge**: +1
**Multiplicity**: 5
**E_LUMO (spin up / spin down)**: -2.00 / -2.23 eV

***

- Look up the charge of the first one.
  +1